9
Properties=species:S:1:pos:R:3 method="wB97M-V/def2-TZVPD" relative_energy_ev=3.089 homo_lumo_gap_ev=9.21 total_charge=0 e_tot_ha=-823.54573
C -0.327 -0.966 -0.163
F -0.866 -2.187 0.022
P 1.341 -0.703 -0.463
P -1.636 0.291 -0.211
H 0.437 -2.635 -2.350
H 0.192 -3.190 -1.852
H 1.790 -2.128 -0.596
H -2.569 -0.329 0.586
H -2.066 -0.102 -1.480